This record from the OMol25 dataset describes a cluster of 12 separate species, C54H72F6N6O6 in total. The level of theory is ωB97M-V/def2-TZVPD.

Gap between HOMO and LUMO: 9.19 eV
Highest occupied orbital energy: -8.838 eV
Energy relative to the best compared isomer or geometry (same formula, charge and spin): 0.829 eV
Structure (SMILES): Fc1ccccc1.Fc1ccccc1.Fc1ccccc1.Fc1ccccc1.Fc1ccccc1.Fc1ccccc1.CN(C)C=O.CN(C)C=O.CN(C)C=O.CN(C)C=O.CN(C)C=O.CN(C)C=O

Structure (XYZ):
```
144
Properties=species:S:1:pos:R:3:forces:R:3:lowdin_charge:R:1
N 22.86384 17.80743 12.57699 0.75 -0.05 0.31 -0.18
H 16.14089 15.82359 10.69541 0.88 -0.38 -1.88 0.07
N 14.19131 15.14120 11.29931 -0.36 1.94 -0.96 -0.15
C 16.12756 17.92996 20.46542 1.60 -0.53 -0.75 -0.28
C 11.07823 19.85966 17.57342 0.99 -0.10 -1.08 -0.04
H 13.88418 8.23174 9.48590 0.29 -0.77 0.26 0.10
H 14.68182 8.36166 11.79609 -0.56 0.24 0.61 0.12
N 18.68744 22.00293 17.79201 0.99 0.17 -0.94 -0.15
C 19.99125 22.38250 17.17886 -1.38 -0.01 -1.28 -0.04
H 16.95977 15.19893 14.87174 0.14 0.62 0.05 0.08
C 19.05131 22.69279 12.06589 0.83 -1.89 -3.16 -0.25
H 10.57957 16.80469 18.95955 -0.89 -0.24 0.32 0.13
O 18.69538 18.56609 14.20729 0.55 1.27 -0.41 0.01
F 12.42378 16.32209 14.14547 0.29 -0.34 0.07 0.02
C 10.80678 15.81555 19.42630 1.22 1.85 -0.39 -0.37
H 11.44535 11.18754 12.63845 0.45 -0.13 -0.29 0.11
O 16.86583 20.75171 17.44412 -2.22 -0.71 0.13 -0.01
C 19.32632 13.78212 12.71262 0.63 0.05 -2.12 -0.09
N 12.06572 15.54743 19.01454 0.37 -0.96 -0.16 -0.18
F 13.34035 9.83569 13.67472 0.85 -0.11 1.49 0.08
H 16.63426 19.46760 15.35092 0.09 -0.16 -0.18 0.04
C 20.56427 14.05488 13.34708 -0.68 0.31 -0.20 -0.07
C 17.63546 21.91332 13.78806 0.60 -0.14 -0.08 -0.05
H 11.95807 13.55219 19.69924 0.10 0.63 0.09 0.10
H 22.56446 19.03198 10.93076 0.15 -0.22 0.21 0.09
C 9.80922 13.46734 15.55302 -1.03 1.58 -0.13 -0.10
C 24.07193 17.26936 11.99983 0.84 -0.05 0.50 -0.06
H 13.58715 16.87373 10.20466 -0.95 -0.82 1.35 0.11
H 15.80790 15.91661 15.99172 -0.24 -0.18 0.12 0.07
H 18.59128 20.40838 16.42116 -0.20 0.36 0.50 0.14
C 11.69793 10.44749 10.57325 -1.97 0.80 1.32 -0.08
H 18.19903 23.20905 19.52838 0.50 -0.57 0.27 0.08
C 18.18829 17.50379 14.46443 -0.39 0.03 0.71 -0.34
C 22.45729 19.07006 12.02526 -2.45 0.32 -1.18 -0.07
H 18.70677 16.59226 14.21417 0.08 -0.96 -0.07 0.12
H 15.46623 16.68209 11.97719 -0.40 -0.33 -0.35 0.09
N 20.90011 15.89628 18.57799 1.87 -0.45 0.65 -0.19
H 13.23050 13.82201 18.56468 0.28 0.40 -0.22 0.08
H 23.95411 17.15704 10.94122 -0.14 -0.37 -0.62 0.08
C 22.42096 17.27167 13.75550 0.72 1.43 -0.84 -0.33
H 10.05414 19.64410 17.71646 -0.89 -0.50 -0.33 0.11
C 10.28801 15.70365 14.83595 -0.80 0.48 0.42 -0.01
H 13.60504 16.22348 17.80226 0.38 -0.28 -0.59 0.07
C 12.70414 14.30186 19.38741 -0.52 -0.31 0.35 -0.05
N 17.02812 17.37567 15.16690 0.38 -1.66 -2.38 -0.17
H 18.23664 20.71488 12.11513 0.11 -0.44 -0.26 0.11
C 13.08353 16.14738 10.93834 3.27 0.16 0.29 0.01
H 11.96081 9.33051 8.73807 -0.09 0.37 -0.24 0.10
H 18.22058 25.26119 13.99726 0.26 -1.05 0.17 0.12
H 17.13783 21.04522 14.21442 -0.12 0.47 0.20 0.08
H 22.60727 15.73532 17.34404 -0.30 -0.31 0.45 0.14
H 23.00167 19.95800 12.31235 0.37 0.07 0.65 0.08
H 12.30656 15.67136 10.42412 -1.14 -0.89 -0.66 0.05
H 15.35234 18.47488 14.44266 0.64 0.22 0.49 0.11
H 13.64644 21.13479 19.34509 -0.27 -0.04 -0.68 0.11
C 19.48338 13.26712 15.33308 2.82 0.80 0.39 -0.27
C 17.67613 23.19742 14.39824 0.27 -1.98 -2.07 -0.09
O 14.78147 13.22633 12.37936 -0.48 0.33 -0.65 -0.03
C 19.15449 23.93094 12.56498 -1.47 1.83 1.50 -0.01
H 19.66088 24.77354 12.08100 -0.14 -0.64 0.10 0.12
H 13.41405 20.28911 15.07634 -0.17 -0.05 0.21 0.12
C 11.71384 19.82321 16.33712 -2.47 -0.27 -0.83 -0.22
H 21.49985 14.47654 12.93683 -1.04 -0.26 -0.46 0.11
H 14.68894 21.20847 16.99660 -0.81 -0.69 0.45 0.09
C 11.80433 20.28729 18.63855 0.81 1.03 0.32 -0.11
C 16.67144 18.09257 19.19318 -0.43 0.79 0.89 0.01
H 13.12137 13.76843 14.60629 -1.09 0.20 0.34 0.13
C 13.69535 20.73933 17.17617 0.44 1.24 1.28 -0.07
C 18.00136 20.99359 17.17869 2.07 0.74 -0.11 -0.36
C 13.96727 13.92358 11.76878 -0.68 -1.42 1.13 -0.36
H 19.41411 15.57429 17.18959 -0.69 -0.44 -0.39 0.06
H 15.54740 16.05957 14.25396 0.00 0.33 -0.06 0.06
C 18.23350 13.16545 13.29112 1.87 0.19 1.20 -0.07
H 20.83839 16.44981 16.62152 0.30 -0.24 -0.57 0.07
C 12.04899 10.58968 11.94869 -0.20 -0.84 -1.88 -0.01
H 9.11473 12.70820 15.83305 -0.22 -0.45 0.34 0.10
F 10.81180 19.43197 15.31397 1.75 0.39 0.69 -0.02
H 15.55984 16.49283 21.92044 -0.39 0.09 1.00 0.11
C 12.06792 14.05647 14.84938 1.19 0.44 -0.37 -0.02
H 24.29546 16.35143 12.51283 -0.12 -0.67 -0.18 0.08
H 12.91972 13.57788 11.62942 0.26 0.08 -0.07 0.14
H 17.37409 12.77926 12.77940 -0.25 0.27 -0.38 0.09
H 25.00652 17.84474 12.14024 -0.64 0.48 0.18 0.10
H 16.01047 15.11304 12.31999 0.05 -0.34 -0.68 0.06
O 22.92283 16.34431 14.33317 0.31 -1.20 0.34 0.01
H 12.17809 17.24657 17.91601 0.27 0.50 -0.15 0.06
F 16.04551 18.96589 21.31597 -0.38 0.14 -0.18 0.07
C 15.51929 15.66896 11.51359 -0.65 1.51 3.06 -0.06
C 18.38980 12.88747 14.65609 -1.80 -1.11 0.04 -0.05
H 17.16593 14.77783 18.40417 -0.28 0.05 -0.71 0.10
C 20.35115 15.81094 19.94171 0.39 -0.23 0.20 -0.04
H 21.21750 15.41161 20.56708 -1.48 0.34 -0.70 0.10
C 13.76163 8.90279 11.55452 0.58 -0.39 -0.88 0.00
O 22.98488 15.30937 19.31719 0.32 -0.35 -0.32 0.00
H 19.86820 23.33109 16.60654 0.04 -0.60 0.23 0.09
H 20.33980 21.59186 16.47454 -0.44 0.52 0.53 0.10
H 21.46620 14.06592 15.25497 0.64 0.09 0.43 0.10
H 12.71728 16.59921 11.87618 0.25 0.13 -0.65 0.07
C 22.25059 15.58298 18.39449 -1.09 1.05 0.64 -0.30
C 13.08299 9.77719 12.38861 -0.76 0.27 -0.92 -0.32
C 12.87632 16.63192 18.47221 -0.87 -0.74 -0.33 -0.03
C 17.93623 23.05148 18.48578 1.77 1.41 -0.07 -0.04
H 13.42362 17.20152 19.20345 0.03 0.29 0.59 0.08
H 16.89188 22.86894 18.52271 -0.90 -0.21 -0.63 0.07
C 18.32204 24.18570 13.72092 1.56 1.81 -0.99 -0.08
C 16.08379 15.53737 20.13304 1.53 0.33 -2.46 -0.06
H 15.78050 14.54556 20.42924 0.15 -0.02 0.48 0.09
H 11.32711 20.39335 19.57955 -0.28 -0.12 0.84 0.10
H 18.23354 24.05027 18.04247 -0.78 -1.01 0.02 0.10
H 10.00741 16.75999 14.64671 0.19 -0.82 0.13 0.12
F 19.63865 22.35820 10.80730 -0.39 0.80 1.81 -0.02
C 16.99451 16.97416 18.45746 0.41 -0.90 -1.37 -0.13
H 13.37004 14.51466 20.21319 0.39 -0.37 0.24 0.07
C 16.13457 18.51471 15.24102 -0.84 -1.22 1.13 -0.05
H 10.73644 10.95291 10.27847 1.30 -0.33 -0.02 0.12
H 8.31838 15.08228 15.49808 0.21 -0.18 -0.02 0.11
O 10.14401 15.22480 20.23208 -0.73 -0.77 0.11 0.04
H 17.67093 12.24170 15.13268 -0.36 0.18 0.35 0.12
C 20.60801 13.82347 14.67775 -1.11 -0.40 1.52 -0.03
H 19.43358 15.16544 19.95805 0.94 0.34 0.06 0.08
H 17.16611 23.33036 15.29176 -0.96 0.56 1.44 0.08
C 20.15739 16.30065 17.43997 -0.52 1.40 0.23 -0.09
H 17.49490 17.07033 17.50753 0.09 0.52 -0.13 0.07
C 16.73859 15.67190 18.82738 -1.42 0.31 3.89 -0.07
C 11.12478 13.17518 15.33910 0.68 -2.78 -0.18 -0.11
H 19.29555 13.94162 11.64089 -0.10 0.15 -0.09 0.10
C 18.30155 21.66521 12.59289 -0.50 0.68 1.40 -0.01
C 13.32828 8.76438 10.23451 0.82 0.87 0.17 -0.10
H 20.75647 22.53986 17.88494 0.77 0.09 1.15 0.06
H 20.04966 16.80148 20.36379 0.29 -0.52 -0.55 0.09
H 21.34136 19.26702 12.12062 1.32 -0.30 0.45 0.11
H 11.36205 12.08564 15.45929 0.27 1.20 -0.03 0.12
C 9.34691 14.77086 15.33238 1.37 0.46 -0.59 -0.05
C 15.93101 16.65259 20.94433 -0.97 -0.79 -0.53 -0.03
H 21.63361 17.84372 14.19028 -1.25 0.54 0.26 0.12
H 19.67842 17.29654 17.57454 0.11 -0.56 0.16 0.09
C 16.30382 16.06716 15.03770 0.49 0.45 0.77 -0.02
H 16.90935 19.08205 18.82073 -0.14 -0.11 0.05 0.09
F 19.67340 13.05590 16.67600 -0.72 -0.16 -0.67 0.03
H 15.70889 18.23061 16.20940 -0.99 1.10 -0.07 0.08
C 12.99773 20.27673 16.08132 -0.79 -0.58 -0.25 -0.03
C 12.31440 9.54021 9.73303 -0.71 0.12 0.40 -0.12
C 11.61394 15.34025 14.61941 -0.88 0.21 0.12 -0.29
C 13.08061 20.78785 18.46473 1.58 -0.42 -0.63 -0.06
```
Positions in Å, forces in eV/Å.